[1]
19
Properties=species:S:1:pos:R:3:forces:R:3 method="wB97M-V/def2-TZVPD" lumo_energy_ev=-3.275 total_charge=+1 gap_ev=9.833 relative_energy_kj_mol=187.2
H 2.595 3.253 -0.531 -0.020 -0.074 -0.095
C -0.388 -1.990 0.017 0.075 0.078 0.112
H -3.339 -0.308 -0.569 -0.013 -0.053 -0.025
C -1.409 -1.152 -0.614 -0.238 -0.198 -0.140
H -2.919 -1.411 0.847 0.097 0.055 0.084
C 0.894 -2.032 -0.350 -0.361 -0.077 0.063
C 1.834 2.844 0.118 0.070 0.160 0.083
C -2.606 -0.933 -0.074 -0.114 0.061 -0.093
H 1.494 1.041 -0.981 0.103 -0.018 0.039
H -0.708 -2.603 0.855 -0.067 0.084 0.064
H -1.196 -0.741 -1.599 0.168 0.103 0.077
H 1.571 -2.674 0.195 0.235 0.056 -0.186
H 0.403 0.118 0.930 0.134 0.045 0.284
C 1.294 1.674 -0.130 -0.148 -0.022 -0.009
H 1.230 -1.495 -1.229 0.200 -0.032 0.026
H -0.663 1.137 0.269 -0.026 -0.011 0.131
H 1.552 3.459 0.966 0.004 -0.094 0.052
H 0.166 1.686 1.602 -0.001 -0.280 0.185
N 0.244 1.123 0.755 -0.098 0.216 -0.651

=====

[2]
79
Properties=species:S:1:pos:R:3:forces:R:3 method="wB97M-V/def2-TZVPD" multiplicity=6 lumo_energy_ev="-8.350 / -12.396" total_charge=+3 gap_ev="5.816 / 1.769" s_squared=8.78
C -0.522 1.337 8.967 0.143 -0.236 -0.350
C 1.221 -0.749 -4.063 0.044 -0.306 -0.332
H -0.135 -2.527 2.722 -0.097 -0.003 0.155
H -1.702 0.289 -4.561 -0.307 -1.851 0.071
H 2.828 -1.150 1.440 0.070 0.154 -0.161
P 1.871 0.860 0.473 1.739 1.286 2.491
H 1.451 0.486 2.832 -0.177 -0.053 -0.139
H -2.416 1.485 6.124 0.176 -0.053 0.385
C -1.539 1.725 8.091 -0.093 0.051 -0.534
N -0.791 -0.415 5.154 0.128 -0.836 -1.781
H -0.670 3.150 0.759 -0.045 -0.074 -0.151
H 0.325 -1.360 -3.938 0.463 0.219 0.128
P 2.035 -0.588 -2.459 2.005 -0.470 -2.161
P -0.878 1.819 -1.298 -1.937 2.533 -0.077
C -3.572 -2.226 -7.158 -0.186 1.929 0.646
H 0.911 0.246 -4.401 0.114 -0.205 -0.047
C -2.845 -3.423 -7.283 -0.695 -0.526 -0.403
C -1.921 -1.416 -5.590 0.064 0.923 1.773
H 0.803 3.515 -1.822 -0.204 -0.151 -0.074
H -1.165 -2.122 -2.109 0.290 0.265 0.131
H 1.774 2.187 2.523 -0.094 -0.165 -0.268
H 1.228 0.102 9.222 -0.092 -0.007 0.020
N -1.424 -0.814 3.052 -0.464 0.298 -0.134
H -0.767 3.937 -2.529 0.003 -0.125 0.111
C 3.400 0.573 -2.831 0.229 -0.057 -0.065
H -2.083 -1.307 -0.767 0.320 0.455 0.100
C -0.457 1.911 10.284 -0.049 0.911 2.565
C 2.740 2.425 0.049 0.116 0.091 -0.587
C 1.253 1.303 2.131 -0.376 0.005 0.413
H -2.295 0.670 -2.902 -0.145 0.305 0.373
H 0.639 -2.735 -0.520 0.255 0.389 0.031
H -3.605 -0.217 -6.312 -0.020 -0.478 0.205
H 3.003 1.582 -2.987 -0.023 -0.173 0.070
H 1.987 -3.003 -2.191 0.183 0.223 -0.049
H 4.149 0.609 -2.035 -0.151 -0.033 -0.042
H -0.116 -2.581 -5.441 -0.348 -0.188 0.071
H -3.237 -4.231 -7.908 0.135 0.292 0.197
H 3.276 -2.283 -1.195 -0.141 0.001 -0.241
H -3.131 0.953 -1.390 0.096 0.196 -0.066
C -0.677 0.214 6.413 -0.230 0.278 1.034
C -3.094 -1.184 -6.349 -1.041 -0.470 -1.233
C -2.450 1.413 -2.113 -0.079 -0.163 -0.341
H -2.901 2.319 -2.532 -0.043 -0.121 0.123
H 1.078 -0.931 6.971 -0.273 0.366 0.248
H -1.884 1.867 0.911 0.068 0.056 -0.183
H -0.153 -1.712 0.825 -0.089 0.078 -0.190
C -1.109 -1.614 -1.144 0.829 -1.610 1.629
H 0.174 1.488 2.131 0.240 -0.076 0.070
H 0.235 2.684 -3.283 -0.062 0.042 0.193
C -1.623 1.179 6.805 0.521 -0.277 0.353
Ru 0.412 0.059 -1.082 -0.040 -1.271 1.298
H 3.775 -0.619 0.019 -0.038 0.075 0.274
C -1.116 -2.529 -5.861 0.191 -2.000 -0.634
H 3.294 2.328 -0.889 -0.111 0.101 0.178
C -0.043 -1.499 4.675 -0.539 0.300 -0.085
H 2.050 3.273 -0.047 0.041 -0.295 0.096
C -1.473 2.625 0.233 0.150 0.056 0.148
C -1.627 -0.052 4.115 0.965 -0.763 0.117
H -1.020 -4.485 -6.743 -0.339 0.504 -0.152
C -0.035 -1.931 -0.239 -2.404 -0.404 -1.128
C -1.615 -3.567 -6.645 1.928 0.447 1.158
H -4.519 -2.114 -7.700 0.445 0.065 0.250
C 0.345 -0.181 7.282 -0.139 0.315 0.262
C 0.424 0.389 8.557 -0.138 -0.038 -0.503
H 0.672 -2.034 5.271 -0.031 0.047 0.125
H 1.861 -1.217 -4.818 0.115 0.180 0.040
H 3.921 0.289 -3.753 -0.146 -0.145 0.136
C 2.766 -2.229 -2.163 0.185 -0.116 -0.006
H 3.463 2.682 0.836 -0.258 -0.282 -0.070
H 3.495 -2.435 -2.958 -0.126 0.032 0.161
C 3.242 -0.280 0.914 0.005 -0.147 -0.287
C -0.084 3.106 -2.321 0.009 0.160 -0.146
H -2.260 2.475 8.410 0.138 -0.220 -0.077
H -2.263 3.352 0.005 0.158 -0.148 -0.113
H -2.345 0.754 4.224 0.221 -0.275 -0.271
C -0.467 -1.748 3.393 -0.036 1.158 0.990
N -0.444 2.350 11.371 0.030 -0.999 -2.646
O -1.592 -0.711 -4.435 -0.700 1.010 -2.916
H 3.965 0.212 1.582 -0.307 0.012 -0.177

=====

[3]
55
Properties=species:S:1:pos:R:3:forces:R:3 method="wB97M-V/def2-TZVPD" lumo_energy_ev=2.520 total_charge=-1 gap_ev=4.189 relative_energy_kj_mol=68.5
C 6.390 0.095 3.095 0.933 -0.233 0.939
N -1.650 -0.314 1.978 -0.258 -0.102 0.853
H -0.886 0.964 0.479 0.025 -0.094 0.098
H 4.265 -0.220 3.168 0.388 -0.157 0.176
N 5.289 2.098 3.890 -0.130 1.775 -2.348
C 1.343 1.043 6.153 0.652 0.140 -0.014
C -0.954 -1.557 1.762 -0.347 -0.055 -0.479
H 1.242 0.353 8.190 0.034 -0.079 -0.046
C 7.727 4.741 1.950 -0.054 -0.508 -0.121
H 0.990 -2.433 2.003 0.039 0.182 0.223
C 7.660 -0.520 3.038 -0.644 -0.474 -0.088
H -1.598 -2.350 2.172 0.342 0.067 -0.048
O 2.543 2.644 4.431 -0.862 -0.307 0.003
H 6.312 4.116 3.473 0.231 -0.105 -0.241
H 8.545 0.101 2.905 -0.160 -0.230 0.158
C -3.036 -0.337 1.582 0.050 0.010 0.031
C 4.708 1.742 4.976 -1.525 -1.121 2.141
H 7.643 5.797 2.211 0.129 -0.220 -0.161
H -1.592 1.725 1.903 0.337 -0.066 -0.052
H -3.185 -0.375 0.488 0.061 -0.022 0.000
C 6.606 -2.681 3.370 0.166 -0.090 -0.146
H 9.298 2.612 -0.221 -0.170 0.092 0.119
C 6.230 1.548 3.136 0.374 0.036 0.751
C 7.055 2.443 2.351 -0.874 -0.331 -0.291
C 3.252 1.927 5.114 2.537 1.187 -0.455
O 2.416 -0.334 1.838 -1.347 -0.110 0.350
C 0.969 0.012 7.189 0.079 -0.030 0.174
O 2.787 1.112 6.097 -1.520 -0.378 0.381
H -3.529 0.569 1.953 0.000 -0.179 -0.049
C 0.438 0.996 2.183 0.322 0.060 0.081
C 8.582 4.306 0.926 0.015 0.165 -0.130
H 7.889 0.963 1.000 -0.022 0.305 0.013
H 0.343 -1.690 3.493 0.004 0.065 -0.255
C -0.959 0.883 1.585 -0.217 0.169 -0.476
H 6.697 -3.760 3.513 -0.013 0.254 -0.095
H 0.950 0.759 5.167 0.145 0.157 0.215
H -0.853 -1.778 0.677 0.050 0.062 0.110
H 1.002 1.765 1.641 0.020 -0.178 0.318
H -0.108 -0.155 7.171 -0.051 -0.021 0.008
C 5.243 -0.699 3.218 -0.060 -0.468 -0.210
H 0.960 2.038 6.412 -0.088 -0.188 -0.150
C 5.340 -2.079 3.364 0.267 0.304 -0.049
H 0.379 1.309 3.236 0.078 -0.056 -0.230
C 7.866 2.016 1.278 0.379 0.520 -0.060
H 8.736 -2.380 3.079 -0.190 -0.019 0.153
H 9.186 5.036 0.380 -0.128 -0.242 0.153
H 5.191 1.282 5.855 -0.035 -0.902 -0.776
C 0.431 -1.579 2.399 0.246 -0.041 0.201
H 4.423 -2.666 3.469 0.367 0.087 -0.029
H -3.525 -1.215 2.020 0.007 0.168 -0.057
C 8.642 2.944 0.584 -0.254 0.198 0.418
C 1.231 -0.307 2.129 0.532 0.174 -0.696
H 1.476 -0.938 6.995 -0.054 0.121 -0.003
C 6.972 3.812 2.661 0.541 0.580 -0.279
C 7.757 -1.908 3.157 -0.349 0.131 -0.032

=====

[4]
39
Properties=species:S:1:pos:R:3:forces:R:3 method="wB97M-V/def2-TZVPD" multiplicity=2 lumo_energy_ev="3.921 / 4.110" total_charge=-2 gap_ev="5.639 / 5.828" s_squared=1.21
H -0.546 2.498 -3.485 0.076 0.140 -0.053
H 1.392 -3.005 -1.110 0.433 0.055 0.211
C 1.774 -2.237 -1.784 0.055 -0.678 0.201
H -3.285 -0.351 -2.990 -0.249 -0.095 0.030
C -0.483 0.714 -2.368 0.050 -1.000 -0.814
C 0.672 -1.265 -1.981 -0.353 -0.239 -0.972
O 1.848 -0.663 5.372 -0.176 0.549 -0.094
H -2.071 -2.811 -0.829 0.111 -0.259 0.105
C -1.278 -2.895 -1.584 -0.375 0.197 0.426
O 1.746 1.205 3.761 -0.198 -0.158 0.703
H 1.883 1.570 -0.167 -1.064 1.474 0.737
Cl 1.637 -0.579 1.052 -0.580 -0.340 -0.832
V -0.034 0.060 -0.527 0.410 2.703 7.608
H 2.176 1.803 -2.338 -0.311 -0.171 0.912
C 0.863 0.132 -2.318 -0.280 -0.799 -1.151
H -0.087 2.691 -1.759 -0.520 0.000 -0.346
F 1.728 2.060 6.659 -0.711 -0.010 0.046
C -1.431 -0.319 -2.030 0.174 -0.228 -1.097
C -0.751 2.158 -2.465 0.129 0.837 -0.237
H 2.915 0.299 -1.580 -0.588 0.000 -0.054
O 1.131 2.191 0.113 1.055 -1.627 1.241
H -3.366 -0.814 -1.242 0.119 0.121 -0.103
C -0.711 -1.530 -1.802 0.310 -0.400 -1.680
H -1.716 -3.280 -2.518 0.207 0.100 0.119
H -1.796 2.388 -2.245 0.284 -0.002 0.163
H 2.653 -1.764 -1.337 -0.182 -0.274 -0.059
C 0.596 1.533 6.114 0.118 -0.478 -0.908
O -0.277 -0.112 4.246 0.983 0.465 0.592
Cl -2.731 -2.043 1.503 -0.032 -0.170 -0.559
C -2.909 -0.147 -1.983 0.027 -0.073 0.005
H 1.029 1.878 1.062 -0.071 0.817 -0.878
F -0.162 2.559 5.639 0.452 -0.411 0.666
Cl -1.730 1.486 0.617 0.803 -0.914 -0.923
H 2.059 -2.780 -2.701 -0.107 0.422 -0.004
C 1.994 0.821 -1.867 0.742 0.077 -2.147
S 1.031 0.339 4.697 -0.684 -0.281 -0.409
H -0.509 -3.591 -1.219 -0.396 0.210 -0.115
F -0.102 0.922 7.109 0.414 0.568 -0.389
H -3.153 0.882 -1.716 -0.073 -0.130 0.059